No. 1
ORCA calculation (ωB97M-V/def2-TZVPD) on C20H66CdF6N3O21S2 as an isolated structure.

Geometry (Å):
1 Cd -0.78 1.21 1.99
2 C 2.37 1.50 -1.00
3 F 2.96 0.96 0.04
4 F 2.37 2.83 -0.98
5 F 2.90 1.06 -2.11
6 S 0.52 0.89 -1.05
7 O 0.06 0.89 -2.41
8 O 0.71 -0.42 -0.49
9 N -0.35 1.83 0.08
10 S -0.82 3.18 -0.63
11 O -1.08 4.21 0.36
12 O -0.02 3.61 -1.75
13 C -2.56 2.64 -1.27
14 F -3.34 2.34 -0.25
15 F -3.10 3.69 -1.86
16 F -2.50 1.63 -2.10
17 C 5.98 -4.83 -1.13
18 C 5.22 -3.87 -0.20
19 C 3.96 -3.49 -1.04
20 C 2.89 -2.81 -0.18
21 C 2.50 -3.67 1.00
22 C 3.73 -4.12 1.85
23 N 4.77 -4.60 0.97
24 O 5.78 -5.27 1.67
25 C 3.16 -5.25 2.71
26 C 4.15 -2.93 2.73
27 C 5.98 -2.56 0.09
28 H 5.89 -4.62 -2.21
29 H 5.66 -5.86 -0.99
30 H 7.06 -4.84 -0.97
31 H 3.48 -4.35 -1.51
32 H 4.21 -2.71 -1.76
33 H 2.06 -2.66 -0.87
34 H 3.14 -1.79 0.14
35 H 2.04 -4.60 0.67
36 H 1.78 -3.13 1.63
37 H 3.75 -5.44 3.61
38 H 3.16 -6.18 2.13
39 H 2.13 -5.04 3.03
40 H 5.11 -3.14 3.20
41 H 3.39 -2.70 3.49
42 H 4.28 -1.96 2.24
43 H 5.32 -1.75 0.37
44 H 6.69 -2.39 -0.73
45 H 6.69 -2.78 0.90
46 C -4.79 -0.37 1.11
47 C -4.04 -1.46 1.92
48 C -4.94 -2.70 1.89
49 C -4.18 -3.94 2.33
50 C -2.91 -4.10 1.50
51 C -1.92 -2.91 1.65
52 N -2.72 -1.70 1.37
53 O -2.02 -0.50 1.18
54 C -0.90 -3.19 0.55
55 C -1.28 -2.99 3.02
56 C -3.98 -0.91 3.36
57 H -4.35 0.62 1.27
58 H -5.86 -0.26 1.28
59 H -4.76 -0.66 0.06
60 H -5.51 -2.87 0.98
61 H -5.70 -2.48 2.65
62 H -4.74 -4.88 2.24
63 H -3.96 -3.85 3.40
64 H -3.16 -4.37 0.47
65 H -2.48 -5.02 1.92
66 H -1.34 -3.28 -0.45
67 H -0.41 -4.15 0.69
68 H -0.16 -2.40 0.48
69 H -0.71 -2.08 3.25
70 H -0.52 -3.77 3.10
71 H -2.07 -3.08 3.77
72 H -3.64 0.13 3.41
73 H -3.40 -1.46 4.12
74 H -4.96 -0.78 3.85
75 O -0.86 4.14 -4.53
76 H -1.12 3.76 -3.69
77 H -0.86 3.38 -5.15
78 O 0.95 0.03 2.04
79 H 0.98 -0.62 1.30
80 H 1.81 -0.05 2.48
81 O -1.72 6.70 2.74
82 H -1.28 6.37 1.94
83 H -1.76 7.65 2.62
84 O -3.01 -1.13 -1.60
85 H -2.81 -0.19 -1.43
86 H -2.81 -1.57 -0.76
87 O -1.74 1.82 -5.64
88 H -1.35 0.95 -5.60
89 H -2.54 1.74 -5.10
90 O -5.34 5.60 -1.99
91 H -5.10 4.83 -2.52
92 H -5.88 6.14 -2.58
93 O 1.18 6.06 -4.25
94 H 1.50 5.69 -3.42
95 H 0.41 5.51 -4.48
96 O -5.82 1.82 -2.75
97 H -6.75 2.05 -2.77
98 H -5.53 2.05 -1.86
99 O 4.08 5.68 -0.08
100 H 3.31 5.32 0.36
101 H 4.56 6.16 0.60
102 O 3.90 3.53 -4.06
103 H 4.26 3.86 -4.89
104 H 3.17 2.96 -4.32
105 O -1.77 6.43 -1.70
106 H -2.29 6.62 -0.92
107 H -1.58 7.29 -2.09
108 O 5.21 3.47 -1.37
109 H 4.92 4.28 -0.90
110 H 4.49 3.28 -1.99
111 O 0.38 2.72 3.02
112 H 0.94 3.07 2.32
113 H 0.81 2.99 3.84
114 O -2.57 2.30 2.37
115 H -3.43 1.90 2.18
116 H -2.74 3.25 2.49
117 O -1.94 -0.52 -4.23
118 H -1.41 0.02 -3.63
119 H -2.73 -0.72 -3.72

Values from the calculation:
Maximum force   4.505 eV/Å
HOMO-LUMO gap   1.860 eV
Total charge   -1
E   -111814.0379 eV
E_HOMO   -1.45 eV



No. 2
ORCA calculation (ωB97M-V/def2-TZVPD) on C4H8O2 as an isolated structure.

Geometry (Å):
1 O -1.94 0.36 -0.77
2 C -1.50 -0.65 0.10
3 C -0.03 -0.52 0.44
4 C 0.96 -0.19 -0.68
5 C 1.44 0.90 0.28
6 O 0.25 0.74 1.09
7 H -1.74 1.20 -0.33
8 H -2.08 -0.66 1.03
9 H -1.66 -1.61 -0.41
10 H 0.29 -1.36 1.08
11 H 1.67 -0.97 -0.98
12 H 0.45 0.22 -1.55
13 H 1.55 1.92 -0.10
14 H 2.34 0.62 0.85

Values from the calculation:
Maximum force   0.358 eV/Å
HOMO-LUMO gap   10.929 eV
Energy relative to the best compared isomer or geometry (same formula, charge and spin)   181.6 kJ/mol
E   -8371.3994 eV
E_HOMO   -9.88 eV



No. 3
ORCA calculation (ωB97M-V/def2-TZVPD) on C25H26AuN5O3 as an isolated structure.

Geometry (Å):
1 Au 1.23 -0.16 0.28
2 C 2.48 -2.29 -1.99
3 C 2.90 -0.88 -2.24
4 C 3.73 -0.56 -3.31
5 C 4.10 0.74 -3.54
6 C 3.63 1.75 -2.68
7 C 2.82 1.39 -1.63
8 N 2.47 0.09 -1.43
9 C 2.32 2.39 -0.63
10 C 2.42 3.77 -0.71
11 C 1.88 4.52 0.33
12 C 1.24 3.91 1.41
13 C 1.16 2.53 1.42
14 N 1.71 1.86 0.43
15 C 0.52 1.68 2.47
16 C -0.05 2.21 3.61
17 C -0.52 1.35 4.59
18 C -0.36 -0.01 4.42
19 C 0.22 -0.51 3.25
20 C 0.44 -1.98 3.07
21 N 0.60 0.33 2.29
22 H 3.35 -2.92 -1.80
23 H 1.98 -2.69 -2.87
24 H 1.80 -2.39 -1.15
25 H 4.08 -1.36 -3.96
26 H 4.74 1.00 -4.37
27 H 3.93 2.77 -2.84
28 H 2.89 4.26 -1.55
29 H 1.94 5.60 0.30
30 H 0.82 4.51 2.20
31 H -0.11 3.28 3.74
32 H -0.97 1.74 5.49
33 H -0.66 -0.70 5.20
34 H 0.48 -2.46 4.05
35 H 1.37 -2.18 2.55
36 H -0.38 -2.43 2.51
37 C -1.80 -1.50 -3.15
38 C -2.45 -2.31 -2.04
39 C -2.56 -1.57 -0.67
40 C -3.16 -2.50 0.39
41 C -3.37 -1.82 1.74
42 C -3.49 -0.37 -0.86
43 O -4.66 -0.50 -1.02
44 N -2.93 0.93 -0.86
45 C -1.64 1.27 -0.60
46 O -1.18 2.38 -0.54
47 N -0.85 0.13 -0.35
48 C -1.18 -1.15 -0.27
49 O -0.27 -1.92 0.09
50 H -1.78 -2.09 -4.07
51 H -0.76 -1.23 -2.92
52 H -2.34 -0.59 -3.37
53 H -1.90 -3.23 -1.84
54 H -3.47 -2.59 -2.30
55 H -2.49 -3.36 0.48
56 H -4.11 -2.87 0.00
57 H -2.44 -1.37 2.11
58 H -3.70 -2.54 2.49
59 H -4.13 -1.04 1.68
60 H -3.58 1.69 -1.04

Values from the calculation:
Maximum force   0.735 eV/Å
HOMO-LUMO gap (spin up / spin down)   8.407 / 5.873 eV
Total charge   +2
Energy relative to the best compared isomer or geometry (same formula, charge and spin)   0.0 kJ/mol
E   -43617.9488 eV
Multiplicity   3
E_HOMO (spin up / spin down)   -15.27 / -15.29 eV



No. 4
ORCA calculation (ωB97M-V/def2-TZVPD) on C6H7Cl2P as an isolated structure.

Geometry (Å):
1 C -0.25 1.01 -0.53
2 C -0.71 -1.37 -0.10
3 C 0.83 0.80 -1.25
4 C -1.01 0.02 0.23
5 C 1.56 -0.46 -1.29
6 C -0.86 0.11 1.78
7 P 0.67 -2.03 -0.92
8 Cl 1.54 2.11 -2.22
9 Cl 2.81 -0.45 -0.03
10 H -0.57 2.13 -0.63
11 H -1.38 -2.05 0.41
12 H -2.01 0.18 0.06
13 H 1.96 -0.63 -2.34
14 H 0.05 0.04 2.27
15 H -1.55 -0.47 2.43
16 H -1.08 1.06 2.13

Values from the calculation:
Maximum force   3.918 eV/Å
HOMO-LUMO gap   9.185 eV
Energy relative to the best compared isomer or geometry (same formula, charge and spin)   53.0 kJ/mol
E   -40667.0156 eV
E_HOMO   -9.08 eV



No. 5
ORCA calculation (ωB97M-V/def2-TZVPD) on a 2-piece molecular cluster, C9H14 overall.

Geometry (Å):
1 C 0.34 -1.20 1.85
2 C -3.08 0.31 -0.11
3 C -2.43 -0.76 -0.67
4 C -2.64 0.91 1.12
5 C -1.40 -1.33 0.06
6 C -1.58 0.38 1.81
7 C -0.91 -0.72 1.27
8 H -4.00 0.68 -0.57
9 H -2.75 -1.27 -1.57
10 H -3.08 1.82 1.46
11 H -0.92 -2.23 -0.28
12 H -1.29 0.83 2.74
13 H 0.11 -1.80 2.75
14 H 1.12 -0.46 1.99
15 H 0.91 -1.91 1.22
16 C 3.00 1.34 -1.13
17 C 2.38 0.38 -2.14
18 H 4.08 1.25 -1.24
19 H 2.72 2.39 -1.21
20 H 2.73 1.06 -0.10
21 H 2.42 0.79 -3.15
22 H 1.34 0.10 -1.94
23 H 2.93 -0.56 -2.16

Values from the calculation:
Maximum force   1.747 eV/Å
HOMO-LUMO gap (spin up / spin down)   9.962 / 6.149 eV
Total charge   +1
Energy relative to the best compared isomer or geometry (same formula, charge and spin)   32.2 kJ/mol
E   -9551.1074 eV
Multiplicity   2
E_HOMO (spin up / spin down)   -14.43 / -14.43 eV



No. 6
ORCA calculation (ωB97M-V/def2-TZVPD) on C33H37ClLaO2Si2 as an isolated structure.

Geometry (Å):
1 C -2.03 -0.22 4.53
2 C -0.68 0.07 4.16
3 C -0.70 1.07 3.15
4 H 0.21 -0.37 4.61
5 C -2.07 1.40 2.88
6 C -2.89 0.60 3.73
7 H -3.97 0.68 3.83
8 H -2.36 -0.88 5.33
9 H 0.16 1.58 2.71
10 H -2.40 2.19 2.20
11 La -1.76 -1.06 2.07
12 Si -0.20 -0.32 -1.19
13 C 0.92 -1.44 -0.10
14 C 1.36 -2.68 -0.60
15 H 0.93 -3.08 -1.52
16 C 2.38 -3.38 0.04
17 H 2.77 -4.30 -0.40
18 C 2.91 -2.90 1.25
19 H 3.71 -3.45 1.75
20 C 2.41 -1.73 1.82
21 H 2.79 -1.37 2.78
22 C 1.43 -0.99 1.14
23 H 1.11 -0.03 1.56
24 C 0.07 1.53 -0.51
25 C 1.31 2.01 -0.08
26 H 2.19 1.37 -0.03
27 C 1.44 3.37 0.26
28 H 2.42 3.77 0.53
29 C 0.32 4.20 0.26
30 H 0.42 5.26 0.49
31 C -0.95 3.68 -0.06
32 H -1.83 4.32 -0.02
33 C -1.07 2.35 -0.44
34 H -2.05 1.93 -0.67
35 H -1.17 -0.23 0.03
36 Si 1.25 0.09 -2.86
37 C 1.43 1.83 -3.45
38 C 2.71 2.35 -3.75
39 H 3.55 1.66 -3.85
40 C 2.89 3.73 -3.86
41 H 3.89 4.12 -4.05
42 C 1.81 4.60 -3.73
43 H 1.96 5.68 -3.79
44 C 0.52 4.08 -3.54
45 H -0.33 4.76 -3.44
46 C 0.33 2.71 -3.45
47 H -0.68 2.30 -3.33
48 C 2.87 -0.78 -2.87
49 C 3.81 -0.47 -1.88
50 H 3.58 0.29 -1.12
51 C 5.04 -1.13 -1.84
52 H 5.75 -0.88 -1.05
53 C 5.36 -2.09 -2.81
54 H 6.33 -2.57 -2.79
55 C 4.42 -2.41 -3.80
56 H 4.66 -3.16 -4.55
57 C 3.18 -1.77 -3.82
58 H 2.43 -2.03 -4.58
59 H 0.15 -0.66 -3.59
60 Cl -1.85 -1.41 -2.04
61 C -3.61 -3.13 4.24
62 O -3.18 -2.88 2.86
63 C -4.10 -3.30 1.78
64 C -4.91 -2.12 1.24
65 O -4.10 -0.90 1.31
66 C -4.84 0.31 1.04
67 H -2.70 -3.20 4.84
68 H -4.19 -4.06 4.26
69 H -4.23 -2.29 4.58
70 H -3.47 -3.75 0.99
71 H -4.78 -4.06 2.20
72 H -5.19 -2.29 0.20
73 H -5.82 -1.97 1.86
74 H -5.37 0.64 1.95
75 H -4.13 1.09 0.73
76 H -5.57 0.12 0.24

Values from the calculation:
Maximum force   3.858 eV/Å
HOMO-LUMO gap   5.902 eV
Total charge   +1
Energy relative to the best compared isomer or geometry (same formula, charge and spin)   0.0 kJ/mol
E   -68047.1708 eV
E_HOMO   -9.10 eV



No. 7
ORCA calculation (ωB97M-V/def2-TZVPD) on C39H50BaN10O5PS3 as an isolated structure.

Geometry (Å):
1 Ba -0.92 -0.16 -0.18
2 C -5.19 1.53 1.09
3 C -4.24 0.41 0.64
4 O -3.03 0.71 0.42
5 C -4.80 -0.85 0.50
6 C -4.08 -2.05 0.21
7 C -4.86 -3.35 0.23
8 N -2.79 -2.06 -0.03
9 N -2.28 -3.34 -0.16
10 C -1.03 -3.41 -0.54
11 O -0.28 -2.44 -0.92
12 C -0.47 -4.80 -0.44
13 C 0.90 -4.98 -0.50
14 C 1.47 -6.23 -0.30
15 C 0.66 -7.33 -0.05
16 C -0.72 -7.16 -0.04
17 C -1.29 -5.91 -0.22
18 H -4.64 2.47 1.16
19 H -5.63 1.29 2.06
20 H -6.01 1.64 0.37
21 H -5.86 -0.94 0.69
22 H -5.91 -3.17 0.44
23 H -4.43 -4.00 1.00
24 H -4.75 -3.86 -0.72
25 H 1.51 -4.10 -0.70
26 H 2.55 -6.36 -0.32
27 H 1.09 -8.30 0.13
28 H -1.36 -8.03 0.13
29 H -2.36 -5.76 -0.20
30 N -1.67 -0.26 7.65
31 C -1.02 -1.21 6.93
32 S -0.23 -2.43 7.73
33 C -1.04 -1.06 5.46
34 C -0.50 -2.04 4.63
35 C -0.53 -1.87 3.26
36 N -1.07 -0.80 2.67
37 C -1.60 0.13 3.45
38 C -1.60 0.05 4.83
39 H -1.74 -0.44 8.64
40 H -2.38 0.31 7.23
41 H -0.06 -2.93 5.07
42 H -0.13 -2.62 2.59
43 H -2.04 0.98 2.93
44 H -2.03 0.87 5.40
45 O 1.35 -0.25 -0.10
46 P 2.51 -0.03 -0.98
47 N 3.60 1.01 -0.30
48 C 5.04 1.06 -0.60
49 C 5.47 2.48 -0.20
50 C 4.40 2.92 0.80
51 C 3.14 2.30 0.22
52 N 3.49 -1.38 -1.16
53 C 3.41 -2.26 -2.33
54 C 4.51 -3.28 -2.01
55 C 4.35 -3.51 -0.50
56 C 3.66 -2.23 0.03
57 N 2.16 0.52 -2.49
58 C 3.10 1.30 -3.29
59 C 2.23 1.81 -4.43
60 C 1.29 0.63 -4.71
61 C 1.10 -0.04 -3.34
62 H 5.25 0.85 -1.65
63 H 5.56 0.31 -0.01
64 H 5.45 3.14 -1.07
65 H 6.48 2.48 0.22
66 H 4.33 4.00 0.90
67 H 4.60 2.48 1.79
68 H 2.73 2.94 -0.58
69 H 2.35 2.15 0.96
70 H 3.60 -1.70 -3.25
71 H 2.45 -2.77 -2.41
72 H 5.49 -2.84 -2.23
73 H 4.40 -4.20 -2.59
74 H 5.31 -3.68 -0.02
75 H 3.72 -4.38 -0.31
76 H 4.27 -1.70 0.76
77 H 2.70 -2.46 0.49
78 H 3.92 0.68 -3.69
79 H 3.54 2.11 -2.70
80 H 2.82 2.10 -5.31
81 H 1.66 2.66 -4.09
82 H 1.76 -0.07 -5.41
83 H 0.34 0.95 -5.11
84 H 1.17 -1.13 -3.42
85 H 0.11 0.19 -2.93
86 N -5.58 6.43 -1.16
87 C -4.48 5.60 -1.36
88 C -3.25 6.13 -1.75
89 C -2.17 5.30 -2.00
90 C -2.32 3.93 -1.87
91 C -3.53 3.38 -1.48
92 C -4.60 4.21 -1.22
93 S -0.95 2.84 -2.22
94 O -1.41 1.92 -3.23
95 O 0.17 3.68 -2.57
96 N -0.69 2.00 -0.90
97 C -0.28 2.59 0.22
98 S 0.16 4.31 0.38
99 C 0.46 4.06 2.07
100 C 0.24 2.76 2.38
101 N -0.18 1.95 1.36
102 H -5.36 7.39 -0.96
103 H -6.29 6.05 -0.55
104 H -3.14 7.21 -1.85
105 H -1.21 5.70 -2.29
106 H -3.61 2.31 -1.35
107 H -5.56 3.79 -0.92
108 H 0.79 4.86 2.71
109 H 0.37 2.32 3.36

Values from the calculation:
Maximum force   4.924 eV/Å
HOMO-LUMO gap   4.645 eV
Total charge   -1
Energy relative to the best compared isomer or geometry (same formula, charge and spin)   246.6 kJ/mol
E   -108887.7763 eV
E_HOMO   -3.29 eV



No. 8
ORCA calculation (ωB97M-V/def2-TZVPD) on C5H13IO6P2 as an isolated structure.

Geometry (Å):
1 C -0.70 -0.16 2.34
2 C -0.42 -3.54 -0.19
3 C 1.11 3.31 0.31
4 C -1.84 0.58 -2.06
5 C 2.46 -0.99 -1.03
6 O 1.39 -1.98 1.35
7 O -1.74 2.17 0.38
8 O -0.67 -0.15 0.88
9 O 0.09 -2.35 -0.82
10 O 0.85 1.89 0.47
11 O -0.53 0.88 -1.44
12 P 1.20 -1.52 0.00
13 P -0.61 1.32 0.12
14 I 3.83 0.34 -0.10
15 H -1.26 -1.08 2.56
16 H -0.92 0.84 2.58
17 H 0.27 -0.22 2.84
18 H -0.67 -4.25 -0.86
19 H -1.30 -3.18 0.23
20 H 0.23 -3.84 0.67
21 H 1.96 3.57 -0.39
22 H 1.24 3.64 1.25
23 H 0.22 3.72 -0.01
24 H -2.28 1.47 -2.72
25 H -2.49 0.27 -1.40
26 H -1.50 -0.11 -2.87
27 H 2.09 -0.62 -2.11

Values from the calculation:
Maximum force   7.567 eV/Å
HOMO-LUMO gap   8.511 eV
E   -44358.7513 eV
E_HOMO   -8.17 eV